{"formula": "C26H27ClIN5PPd", "method": "ωB97M-V with the def2-TZVPD basis set", "species": ["Pd", "I", "C", "C", "C", "C", "C", "C", "C", "C", "C", "P", "C", "C", "C", "C", "C", "C", "C", "C", "C", "C", "C", "C", "C", "H", "H", "H", "H", "H", "H", "H", "H", "H", "H", "H", "H", "H", "H", "H", "H", "C", "N", "C", "C", "N", "N", "C", "N", "N", "H", "H", "H", "H", "H", "H", "H", "H", "H", "H", "H", "Cl"], "xyz": [[0.2434, -0.2039, 0.2535], [-2.1437, -0.4576, 1.3197], [0.6966, -1.0561, 3.7430], [0.2448, -2.0506, 4.5552], [-0.1503, -1.7589, 5.8758], [0.0270, -0.5006, 6.3626], [0.4927, 0.5425, 5.5233], [0.7772, 1.8176, 6.0748], [1.2582, 2.8251, 5.2984], [1.3305, 2.6386, 3.9033], [1.0073, 1.4425, 3.3096], [0.6832, 1.5911, 1.5211], [-0.6209, 2.8416, 1.3215], [-1.0337, 3.0919, 0.0114], [-1.9900, 4.0552, -0.2526], [-2.5659, 4.7660, 0.7932], [-2.1797, 4.5070, 2.0972], [-1.2048, 3.5526, 2.3628], [2.1974, 2.3981, 0.9138], [2.2155, 3.7118, 0.4557], [3.4097, 4.2847, 0.0304], [4.5850, 3.5513, 0.0629], [4.5730, 2.2372, 0.5199], [3.3859, 1.6635, 0.9449], [0.7190, 0.3095, 4.1418], [0.2434, -3.0704, 4.1971], [-0.5255, -2.5519, 6.5074], [-0.1713, -0.2760, 7.4027], [0.6389, 1.9591, 7.1396], [1.5243, 3.7809, 5.7284], [1.5870, 3.4903, 3.2842], [-0.6152, 2.5112, -0.8030], [-2.3036, 4.2387, -1.2718], [-3.3241, 5.5106, 0.5902], [-2.6392, 5.0431, 2.9169], [-0.9330, 3.3526, 3.3890], [1.2990, 4.2876, 0.4241], [3.4188, 5.3091, -0.3180], [5.5138, 4.0023, -0.2602], [5.4905, 1.6645, 0.5522], [3.3802, 0.6420, 1.3118], [-1.6329, -2.5754, -4.2537], [-1.3851, -2.5504, -2.8187], [-1.9409, -3.6519, -2.0370], [-0.5472, -1.7006, -2.1886], [-0.2730, -1.7742, -0.9286], [0.0322, -0.7019, -2.9667], [1.0303, 0.1799, -2.5878], [1.5399, 0.8953, -3.6239], [1.4577, 0.2733, -1.3810], [-2.6468, -2.9327, -4.4171], [-0.9390, -3.2337, -4.7811], [-1.5988, -1.5844, -4.7004], [-2.5391, -4.2731, -2.6961], [-2.5809, -3.2765, -1.2367], [-1.1512, -4.2750, -1.6113], [-0.7657, -2.5062, -0.4368], [-0.1825, -0.7184, -3.9452], [1.0883, 0.9152, -4.5205], [2.1562, 1.6621, -3.4164], [2.1951, 0.9617, -1.2695], [1.4586, -1.5610, 2.2490]], "lowdin_charge": [0.296, 0.200, -0.595, -0.099, -0.052, -0.020, -0.149, -0.007, -0.051, -0.097, -0.280, 0.895, -0.408, -0.140, -0.069, -0.066, -0.058, -0.069, -0.375, -0.078, -0.067, -0.072, -0.068, -0.110, -0.171, 0.110, 0.114, 0.120, 0.123, 0.114, 0.114, 0.089, 0.108, 0.110, 0.111, 0.100, 0.104, 0.110, 0.109, 0.111, 0.094, -0.026, -0.133, -0.024, -0.404, -0.035, 0.165, -0.471, 0.175, 0.046, 0.099, 0.105, 0.082, 0.094, 0.095, 0.103, 0.010, 0.115, 0.111, 0.117, 0.063, 0.683], "gap_ev": 7.7, "e_lumo_ev": -2.73, "e_tot_ha": -2507.7851, "total_charge": 1, "homo_ev": -10.446}

{"formula": "C26H27F6I2NO9S3", "method": "ωB97M-V with the def2-TZVPD basis set", "species": ["C", "C", "I", "C", "I", "C", "C", "C", "C", "C", "C", "N", "C", "O", "C", "F", "F", "C", "F", "F", "C", "F", "F", "C", "O", "O", "C", "C", "C", "C", "C", "C", "S", "H", "H", "H", "H", "H", "H", "H", "H", "H", "H", "H", "C", "C", "O", "S", "C", "O", "O", "H", "H", "H", "H", "H", "H", "H", "H", "C", "C", "O", "S", "C", "O", "O", "H", "H", "H", "H", "H", "H", "H", "H"], "xyz": [[3.1882, 1.5104, 3.3711], [1.7697, 1.2423, 2.7368], [0.8432, 2.6552, 1.4005], [1.1063, 0.0871, 3.0041], [2.0474, -1.3308, 4.3706], [-0.2698, -0.3228, 2.4674], [-1.3677, -0.3555, 3.4513], [-2.7303, -0.7608, 3.1143], [-2.9958, -1.1505, 1.7352], [-1.9132, -1.1113, 0.7709], [-0.5326, -0.7102, 1.0653], [0.5720, -0.7049, 0.1098], [1.1733, -2.0338, 0.1246], [0.5775, -2.9183, 0.6810], [2.5515, -2.4185, -0.5593], [2.6674, -3.7974, -0.4639], [2.4517, -2.1389, -1.9075], [3.8442, -1.8303, 0.1369], [3.6170, -1.9350, 1.4990], [4.9103, -2.6753, -0.1287], [4.2265, -0.3524, -0.2469], [4.3964, -0.1406, -1.5888], [3.3038, 0.4822, 0.3461], [5.6321, 0.0043, 0.4411], [5.8585, -0.1806, 1.5916], [6.6077, 0.6015, -0.3746], [0.1831, -0.2684, -1.2298], [1.1101, 0.5427, -2.0410], [0.7473, 0.9551, -3.4074], [-0.5453, 0.6286, -4.0163], [-1.4693, -0.1698, -3.2236], [-1.0894, -0.6085, -1.8914], [-2.2453, -1.6335, -0.9525], [3.6435, 2.4162, 2.8799], [3.1517, 1.5896, 4.4848], [3.8612, 0.6380, 3.1321], [-1.1725, -0.0807, 4.5176], [-3.5019, -0.7923, 3.9190], [-4.0231, -1.4900, 1.4631], [6.4574, 1.5678, -0.3986], [2.1174, 0.8542, -1.6982], [1.4898, 1.5507, -3.9976], [-0.7243, 0.9863, -5.0515], [-2.4691, -0.4439, -3.6462], [-0.9449, -5.3686, -0.6646], [-1.3326, -6.6231, 0.0927], [-2.7560, -6.7460, 0.2302], [-3.6084, -7.2195, -1.0450], [-5.1220, -7.5349, -0.1915], [-3.0753, -8.4607, -1.5254], [-3.8017, -6.0974, -1.9152], [-1.2650, -5.4239, -1.7068], [0.1372, -5.2304, -0.6515], [-1.4215, -4.4905, -0.2267], [-0.9161, -7.5160, -0.3801], [-0.9251, -6.5729, 1.1033], [-4.9713, -8.3591, 0.5022], [-5.8719, -7.8008, -0.9354], [-5.4242, -6.6315, 0.3348], [-3.2588, 7.8612, -0.8551], [-2.0866, 7.4078, -1.7044], [-0.8395, 7.9041, -1.2006], [-0.2076, 7.2006, 0.0980], [1.3919, 7.9409, -0.0060], [-0.0882, 5.7931, -0.1492], [-0.8672, 7.7052, 1.2648], [-3.2244, 7.4088, 0.1371], [-4.2034, 7.5775, -1.3221], [-3.2396, 8.9438, -0.7174], [-2.0577, 6.3188, -1.7903], [-2.1968, 7.8087, -2.7128], [1.8834, 7.5944, -0.9126], [1.9575, 7.6302, 0.8716], [1.2791, 9.0233, -0.0119]], "lowdin_charge": [-0.201, -0.750, 0.943, -0.677, 0.901, -0.237, -0.038, -0.054, -0.080, -0.385, -0.187, 0.044, -0.246, 0.150, -0.263, 0.111, 0.117, -0.270, 0.072, 0.130, -0.290, 0.126, 0.078, -0.347, 0.190, 0.081, -0.195, -0.015, -0.065, -0.067, -0.090, -0.413, 0.984, 0.067, 0.066, 0.030, 0.108, 0.105, 0.107, 0.133, 0.082, 0.100, 0.100, 0.107, -0.078, -0.250, -0.264, 0.582, -0.125, -0.277, -0.280, 0.076, 0.073, 0.053, 0.116, 0.124, 0.073, 0.076, 0.073, -0.075, -0.261, -0.264, 0.577, -0.120, -0.322, -0.272, 0.071, 0.081, 0.085, 0.116, 0.122, 0.074, 0.078, 0.075], "gap_ev": 8.1, "e_lumo_ev": -0.12, "e_tot_ha": -4127.8701, "total_charge": 0, "smiles": "C/C(I)=C(\\I)c1cccc2c1N(C(=O)C(F)(F)C(F)(F)C(F)(F)C(=O)O)c1ccccc1S2.CCOS(C)(=O)=O.CCOS(C)(=O)=O", "homo_ev": -8.189}

{"formula": "C26H27FIrN6O3", "method": "ωB97M-V with the def2-TZVPD basis set", "species": ["Ir", "C", "C", "N", "C", "C", "C", "O", "O", "C", "O", "C", "C", "C", "F", "C", "C", "C", "N", "C", "C", "N", "C", "C", "H", "H", "H", "H", "H", "H", "H", "H", "H", "H", "H", "H", "H", "H", "H", "H", "H", "H", "N", "C", "C", "C", "C", "C", "N", "C", "C", "C", "C", "C", "N", "H", "H", "H", "H", "H", "H", "H", "H", "H"], "xyz": [[-3.2502, -0.9096, -1.4173], [3.7695, 2.8110, -2.5189], [2.7069, 3.1769, -1.4851], [1.7722, 2.0713, -1.2721], [0.6703, 2.0582, -2.0120], [-0.3510, 1.1430, -1.8769], [-1.5548, 1.3779, -2.8356], [-1.4820, 2.3565, -3.5299], [-2.4738, 0.5166, -2.7678], [-0.2992, 0.1195, -0.8903], [-1.2173, -0.6808, -0.5788], [0.9839, 0.0676, -0.1789], [1.2314, -0.9467, 0.7552], [2.3893, -0.9765, 1.4908], [2.5282, -1.9593, 2.3779], [3.4351, -0.0101, 1.3307], [3.1832, 0.9703, 0.3513], [1.9947, 1.0458, -0.3787], [4.5843, -0.0192, 2.0660], [5.6558, 0.9340, 1.8793], [5.9787, 1.5977, 3.2163], [6.6024, 0.6032, 4.1375], [6.2498, -0.7957, 3.7419], [4.8236, -0.9005, 3.2035], [4.4190, 3.6657, -2.6886], [3.3121, 2.5649, -3.4741], [4.3705, 1.9636, -2.1968], [2.1286, 4.0316, -1.8420], [3.1428, 3.4722, -0.5281], [0.5597, 2.8308, -2.7662], [0.4950, -1.7218, 0.9092], [3.9239, 1.7195, 0.1327], [5.3973, 1.7068, 1.1628], [6.5350, 0.4186, 1.4777], [5.0480, 1.9661, 3.6601], [6.6421, 2.4518, 3.0586], [6.3030, 0.7985, 5.1046], [7.6283, 0.7043, 4.1345], [6.3453, -1.4516, 4.6113], [6.9668, -1.1499, 2.9959], [4.1017, -0.6690, 3.9990], [4.6587, -1.9513, 2.9326], [-6.3419, -2.1510, -0.5213], [-6.1025, -0.9313, 0.0494], [-7.0435, -0.4749, 0.9991], [-6.9550, 0.8120, 1.4848], [-5.9226, 1.6277, 1.0285], [-4.9889, 1.0890, 0.1539], [-5.0574, -0.1614, -0.3091], [-5.8346, -2.7729, -1.6313], [-6.6054, -3.8056, -2.2089], [-6.1824, -4.3959, -3.3827], [-4.9918, -3.9633, -3.9612], [-4.2620, -2.9731, -3.3139], [-4.6616, -2.3989, -2.1759], [-7.1673, -2.6163, -0.1428], [-7.8446, -1.1236, 1.3234], [-7.6883, 1.1818, 2.1890], [-5.8442, 2.6540, 1.3483], [-4.1625, 1.6932, -0.1948], [-7.5368, -4.1159, -1.7593], [-6.7713, -5.1713, -3.8529], [-4.6226, -4.3817, -4.8864], [-3.3218, -2.6225, -3.7271]], "mulliken_spin": [0.086, 0.001, -0.003, 0.006, 0.036, 0.065, -0.008, 0.006, -0.060, 0.023, -0.020, 0.076, -0.057, 0.168, 0.021, 0.174, 0.092, -0.045, 0.397, -0.035, 0.023, 0.001, 0.006, -0.022, 0.000, 0.000, -0.001, 0.001, 0.000, 0.000, -0.004, 0.033, 0.003, 0.022, -0.001, -0.001, 0.000, 0.000, -0.001, 0.001, 0.018, 0.015, -0.008, -0.007, -0.001, 0.000, -0.003, 0.004, 0.012, -0.011, 0.003, -0.003, -0.002, 0.001, -0.002, 0.001, 0.000, 0.000, 0.000, 0.000, 0.000, 0.000, 0.000, 0.001], "gap_ev": [5.4, 3.8], "e_lumo_ev": [-12.62, -14.18], "e_tot_ha": -1763.9205, "total_charge": 4, "homo_ev": [-17.966, -17.981], "multiplicity": 2}